Entry A
Below is a cluster of 2 separate species, C3H10NO2PS in total, with properties calculated with ωB97M-V with the def2-TZVPD basis set.

The lowest unoccupied orbital energy comes out at -0.8 eV. Its orbital gap is 0.2877 hartree.

```
! wB97M-V def2-TZVPD RIJCOSX def2/J DEFGRID3
* xyz 0 1
H -0.021 1.165 2.338
H -1.966 -0.944 2.197
H 1.007 1.038 -1.201
H -0.671 1.221 -1.759
S -3.008 0.079 -0.951
P -1.612 0.023 0.385
O -2.036 -0.026 1.910
H 0.544 2.598 1.455
H 1.404 1.049 1.279
H 0.194 2.614 -1.075
C 0.052 1.533 -1.005
C -0.377 -2.974 -0.539
H 0.597 -2.692 -0.974
C 0.421 1.512 1.407
H -0.355 -4.055 -0.326
N -0.457 1.197 0.306
H -1.160 -2.815 -1.298
O -0.637 -2.327 0.625
*
```

Entry B
Below is the molecule C3H10NO2PS, with properties calculated with ωB97M-V with the def2-TZVPD basis set.

The lowest unoccupied orbital energy comes out at 0.6 eV. Its SMILES is CC(C)O[P@](N)(O)=S. Its orbital gap is 0.3569 hartree.

```
! wB97M-V def2-TZVPD RIJCOSX def2/J DEFGRID3
* xyz 0 1
C -1.173 1.121 0.640
H -1.827 -0.034 -1.268
H 2.399 -1.348 -1.677
O 2.590 -0.452 -1.370
C -1.512 -1.405 0.212
N 1.951 1.402 0.133
H 1.340 1.816 0.762
H -0.881 -1.564 1.132
H -2.559 -1.511 0.356
P 1.733 -0.216 -0.084
O 0.134 -0.155 -0.946
S 1.989 -1.527 1.352
H -2.162 1.140 1.085
C -1.172 0.005 -0.392
H -1.129 2.194 0.117
H -1.185 -2.181 -0.580
H 1.884 1.910 -0.821
H -0.420 0.804 1.348
*
```

Most stable structure, least stable structure: entry B, entry A.

Entry A
Below is the molecule C2H7NS2, with properties calculated with ωB97M-V with the def2-TZVPD basis set.

The lowest unoccupied orbital energy comes out at 0.5 eV. Its SMILES is NCCSS. Its orbital gap is 0.3140 hartree.

```
! wB97M-V def2-TZVPD RIJCOSX def2/J DEFGRID3
* xyz 0 1
C 0.799 -0.592 -0.019
C 1.816 -0.027 0.956
H -2.915 0.584 -0.594
H 3.497 -0.977 0.283
H 0.829 -1.678 -0.093
S -1.677 0.584 -1.113
S -0.880 -0.278 0.625
H 1.774 -0.576 1.902
N 3.132 -0.030 0.322
H 0.851 -0.078 -0.968
H 1.531 1.004 1.169
H 3.792 0.479 0.901
*
```

Entry B
Below is a cluster of 2 separate species, C2H7NS2 in total, with properties calculated with ωB97M-V with the def2-TZVPD basis set.

The lowest unoccupied orbital energy comes out at -3.5 eV. Its orbital gap is 0.2120 hartree.

```
! wB97M-V def2-TZVPD RIJCOSX def2/J DEFGRID3
* xyz 0 1
H 0.827 -0.923 0.808
S -2.698 0.579 0.523
C -1.128 -0.723 -0.171
H 0.971 0.942 -1.324
H -1.079 -1.198 -1.147
S 3.724 0.326 0.037
C 0.145 -0.177 0.385
H 1.879 0.922 -0.007
H -1.559 -1.447 0.502
H -0.096 0.311 1.332
H -1.898 0.549 -0.621
N 0.912 0.837 -0.317
*
```

Entry C
Below is a cluster of 2 separate species, C2H7NS2 in total, with properties calculated with ωB97M-V with the def2-TZVPD basis set.

The lowest unoccupied orbital energy comes out at 0.9 eV. Its SMILES is C=NCS.S. Its orbital gap is 0.3761 hartree.

```
! wB97M-V def2-TZVPD RIJCOSX def2/J DEFGRID3
* xyz 0 1
H 2.667 0.118 2.540
H -4.182 0.335 -0.819
S 2.989 -0.251 1.415
C 1.691 0.854 0.533
H -4.238 -0.560 -2.466
C 0.168 -0.892 0.016
S -3.303 -0.043 -1.621
H 2.208 1.257 -0.366
N 0.471 0.306 0.022
H -0.736 -1.078 -0.546
H 0.882 -1.778 0.136
H 1.383 1.734 1.156
*
```

Entry D
Below is the molecule C2H7NS2, with properties calculated with ωB97M-V with the def2-TZVPD basis set.

The lowest unoccupied orbital energy comes out at 0.6 eV. Its SMILES is NCCSS. Its orbital gap is 0.3370 hartree.

```
! wB97M-V def2-TZVPD RIJCOSX def2/J DEFGRID3
* xyz 0 1
H 0.090 2.353 2.013
C -0.183 1.345 1.685
N 0.146 0.429 2.757
H 1.387 -1.778 -1.507
H 0.944 -0.153 2.544
H 0.549 2.082 -0.191
H -0.616 -0.192 2.991
C 0.482 1.124 0.332
H 1.514 0.764 0.377
S -0.600 -0.102 -0.496
S 0.291 -1.120 -1.948
H -1.255 1.460 1.494
*
```

Most stable structure, least stable structure: entry A, entry B.

Entry A
Below is the ion C3H7N4 with charge +1, with properties calculated with ωB97M-V with the def2-TZVPD basis set.

The lowest unoccupied orbital energy (spin up / spin down) comes out at -5.4 / -5.4 eV. Its SMILES is [H]/N=N/C=[NH+]\C(=C)N. Its orbital gap (spin up / spin down) is 0.2527 / 0.2526 hartree.

```
! wB97M-V def2-TZVPD RIJCOSX def2/J DEFGRID3
* xyz 1 1
H 1.754 -1.945 -0.926
H -2.459 0.750 1.279
N -0.167 -1.229 -0.201
H -0.686 -2.051 -0.580
C -0.910 -0.079 -0.077
H 2.567 1.657 0.043
C 1.140 -1.152 -0.302
N 1.719 -0.025 0.054
C -0.491 1.139 -0.580
N 2.296 0.848 0.620
N -1.972 -0.092 0.821
H 0.137 1.209 -1.443
H -2.236 -0.988 1.198
H -0.692 1.959 0.094
*
```

Entry B
Below is the ion C3H7N4 with charge +1, with properties calculated with ωB97M-V with the def2-TZVPD basis set.

The lowest unoccupied orbital energy comes out at -4.3 eV. Its SMILES is Nn1nccc1[NH3+]. Its orbital gap is 0.3555 hartree.

```
! wB97M-V def2-TZVPD RIJCOSX def2/J DEFGRID3
* xyz 1 1
C 2.003 -0.499 -0.032
N 1.641 0.786 0.011
N -0.412 2.020 0.268
H 0.777 -2.359 -0.045
N -1.636 -0.838 -0.132
H -1.920 -1.749 -0.712
H -2.141 -0.776 0.858
H -0.531 2.717 -0.464
H -2.150 -0.075 -0.656
C 0.904 -1.328 -0.116
C -0.219 -0.503 -0.108
N 0.267 0.803 -0.057
H 3.125 -0.677 0.228
H 0.293 2.477 0.957
*
```

Most stable structure, least stable structure: entry B, entry A.

Entry A
Below is the molecule C4H5N, with properties calculated with ωB97M-V with the def2-TZVPD basis set.

The lowest unoccupied orbital energy comes out at 0.8 eV. Its SMILES is N#CC1CC1. Its orbital gap is 0.3680 hartree.

```
! wB97M-V def2-TZVPD RIJCOSX def2/J DEFGRID3
* xyz 0 1
H 0.575 0.785 -1.301
H 1.096 0.102 1.684
C 0.394 0.889 -0.244
H -1.035 0.857 0.060
H 0.431 1.903 0.165
C -0.737 -0.207 0.452
C -1.183 -1.194 -0.498
H 1.314 -0.976 0.228
N -1.598 -1.977 -1.248
C 0.742 -0.183 0.702
*
```

Entry B
Below is a cluster of 2 separate species, C4H5N in total, with properties calculated with ωB97M-V with the def2-TZVPD basis set.

The lowest unoccupied orbital energy comes out at 0.7 eV. Its orbital gap is 0.3312 hartree.

```
! wB97M-V def2-TZVPD RIJCOSX def2/J DEFGRID3
* xyz 0 1
H -3.954 0.170 -0.190
H 2.146 -1.207 -0.598
C 1.225 -0.520 -0.518
H 0.742 -0.485 -1.383
C 1.300 0.549 0.531
H 0.571 1.322 0.385
C 0.394 -0.679 0.738
H 2.109 0.602 1.121
N -1.705 0.067 0.016
C -2.828 0.181 -0.104
*
```

Most stable structure, least stable structure: entry A, entry B.

Entry A
Below is the molecule C4H5N, with properties calculated with ωB97M-V with the def2-TZVPD basis set.

The lowest unoccupied orbital energy comes out at 0.9 eV. Its SMILES is C=CCC#N. Its orbital gap is 0.4171 hartree.

```
! wB97M-V def2-TZVPD RIJCOSX def2/J DEFGRID3
* xyz 0 1
H -0.907 1.573 -0.354
C -0.656 0.636 0.138
C 1.630 -0.532 0.182
H -0.493 0.928 1.209
H 2.347 -1.059 -0.454
H 0.653 -0.016 -1.539
C -1.974 -0.065 0.003
H 1.786 -0.781 1.345
C 0.574 0.030 -0.481
N -2.959 -0.713 -0.048
*
```

Entry B
Below is a structure of composition C4H5N, with properties calculated with ωB97M-V with the def2-TZVPD basis set.

The lowest unoccupied orbital energy comes out at 0.2 eV. Its orbital gap is 0.3192 hartree.

```
! wB97M-V def2-TZVPD RIJCOSX def2/J DEFGRID3
* xyz 0 1
C -0.721 0.676 -1.052
H 1.229 -1.583 0.792
H 1.513 1.374 0.411
N 1.005 0.587 0.811
C -1.806 0.185 -0.425
H -1.617 -0.465 0.498
H -2.805 0.587 -0.368
H 1.893 -0.763 -0.721
C 0.087 0.129 -0.085
C 1.221 -0.727 0.137
*
```

Most stable structure, least stable structure: entry A, entry B.

Entry A
Below is the ion CH5N4OS with charge +1, with properties calculated with ωB97M-V with the def2-TZVPD basis set.

The lowest unoccupied orbital energy comes out at -4.4 eV. Its SMILES is NC(N)=[NH+]SN=O. Its orbital gap is 0.3181 hartree.

```
! wB97M-V def2-TZVPD RIJCOSX def2/J DEFGRID3
* xyz 1 1
S 1.821 -0.696 0.395
N -0.777 0.128 1.445
H -1.647 -0.334 -1.746
H -2.747 0.416 -0.440
C -0.718 -0.135 0.146
H -0.123 -0.307 2.100
H 0.510 -0.441 -1.551
N -1.771 0.025 -0.682
N 2.846 0.625 -0.642
H -1.716 0.336 1.679
O 3.869 0.920 -0.211
N 0.454 -0.538 -0.493
*
```

Entry B
Below is a cluster of 2 separate species, CH5N4OS in total, with properties calculated with ωB97M-V with the def2-TZVPD basis set.

The lowest unoccupied orbital energy (spin up / spin down) comes out at -6.2 / -6.2 eV. Its orbital gap (spin up / spin down) is 0.2448 / 0.2447 hartree.

```
! wB97M-V def2-TZVPD RIJCOSX def2/J DEFGRID3
* xyz 1 1
H -1.823 1.239 1.747
H 0.600 2.116 -0.811
S 2.675 -3.402 -1.288
N 2.236 -1.965 -1.114
C -0.606 0.613 0.101
H -0.868 -1.247 -0.469
H -1.841 -0.476 1.342
N -1.356 0.400 1.192
N -0.036 1.779 -0.003
H -0.458 2.410 0.666
N -0.243 -0.502 -0.527
O 1.720 -0.964 -0.835
*
```

Most stable structure, least stable structure: entry A, entry B.